Entry 1:
A structure of composition C2H4N4. Source: the Open Molecules 2025 dataset; level of theory: ωB97M-V/def2-TZVPD.

- LUMO level (eV) = 0.86
- multiplicity = 1
- E_HOMO (hartree) = -0.3516
- energy above the lowest of the compared OMol25 structures with the same formula, charge and spin (kJ/mol) = 213.6
- Kohn-Sham gap (eV) = 10.43
- maximum force (eV/A) = 0.3

Each line ends with the natural charge from an NBO analysis.
Positions of all 10 atoms, in Å:
N -0.8712 -0.2621 -1.6985  -0.80
C -0.2963 -0.1183 -0.4724  0.48
N -1.0270 -0.2374 0.6638  -0.33
N -0.1734 -0.0659 1.6608  -0.22
C 1.0611 0.2675 1.0470  -0.01
N 0.9872 0.2110 -0.2928  -0.50
H -0.2377 -0.4521 -2.4594  0.40
H -1.7522 -0.7535 -1.7113  0.40
H 0.3286 1.1451 1.6379  0.35
H 1.9809 0.2657 1.6250  0.24

---

Entry 2:
A structure of composition C9H17BeN3O3 at a distorted geometry. Source: the Open Molecules 2025 dataset; level of theory: ωB97M-V/def2-TZVPD.

- net charge = +2
- LUMO level (eV) = -9.92
- multiplicity = 1
- E_HOMO (hartree) = -0.5279
- energy above the lowest of the compared OMol25 structures with the same formula, charge and spin (kJ/mol) = 711.1
- Kohn-Sham gap (eV) = 4.44
- maximum force (eV/A) = 3.6

Each line ends with the natural charge from an NBO analysis.
Positions of all 33 atoms, in Å:
Be -1.2916 1.2993 1.7347  1.72
O 0.9418 1.0750 -2.3763  -0.58
C 0.2200 0.6782 -3.2956  0.66
O 1.5107 -1.1227 -1.8947  -0.62
C 1.2694 -1.4040 -3.0663  0.91
O 1.5909 -2.4412 -3.8304  -0.48
N 0.4379 -0.5987 -3.8294  -0.51
C 1.1765 -2.2417 -5.3007  -0.07
C 0.2662 -0.9906 -5.2120  -0.26
H 0.6547 -3.1217 -5.7544  0.23
H 2.1005 -2.0530 -5.8905  0.22
H -0.8048 -1.2690 -5.3730  0.22
H 0.6269 -0.2152 -5.9315  0.23
C -0.7857 1.3816 -4.1372  -0.32
C -1.5549 2.3932 -3.7098  -0.28
H -0.7251 1.0747 -5.1944  0.23
H -1.8022 2.7037 -2.6697  0.20
H -1.9895 2.9007 -4.5465  0.22
N -1.1461 -0.3378 1.2977  -1.01
C -1.4591 -0.0659 2.8024  -0.38
C -0.2046 0.2850 3.5716  -0.49
C 0.9802 0.6817 2.6690  -0.24
N 0.4175 1.5213 1.4968  -1.05
H -0.2326 -0.8427 1.1228  0.46
H -1.8370 -0.9350 0.8338  0.46
H -2.2411 0.7862 2.8320  0.15
H -2.0738 -0.8829 3.1616  0.35
H -0.4288 1.1316 4.2277  0.27
H 0.0710 -0.5456 4.2144  0.31
H 1.7083 1.3277 3.1632  0.27
H 1.5598 -0.1545 2.2584  0.25
H 0.5634 1.1113 0.5384  0.47
H 0.9097 2.4387 1.5444  0.46

---

Entry 3:
A cluster of 14 separate species, C3H32NO15 in total at a distorted geometry. Source: the Open Molecules 2025 dataset; level of theory: ωB97M-V/def2-TZVPD.

- LUMO level (spin up / spin down) (eV) = -0.42 / -5.83
- expectation value of S² = 0.757
- multiplicity = 2
- E_HOMO (spin up / spin down) (hartree) = -0.4091 / -0.4088
- energy above the lowest of the compared OMol25 structures with the same formula, charge and spin (kJ/mol) = 0.0
- Kohn-Sham gap (spin up / spin down) (eV) = 10.71 / 5.29
- maximum force (eV/A) = 4.4

Each line ends with the Löwdin spin population.
Positions of all 51 atoms, in Å:
O 2.4694 0.3366 -2.2184  0.09
C 2.2012 0.2551 -1.0221  0.10
O 2.3330 -0.7746 -0.2904  0.22
C 1.6390 1.5590 -0.3744  0.13
C 0.7045 1.2582 0.8014  0.03
N 0.8760 2.2949 -1.3744  0.38
H 2.4737 2.1600 -0.0524  0.01
H 1.1546 0.5141 1.4912  0.00
H 0.5231 2.1797 1.3681  0.00
H -0.2664 0.8703 0.4833  0.00
H 1.5093 2.7222 -2.0684  0.01
H 0.2498 1.6903 -1.8607  0.01
H 0.2236 -0.1834 3.6926  0.00
H -0.0738 -1.3965 2.7248  0.00
O -0.4981 -0.7528 3.3719  0.00
H 1.7783 -0.6132 -3.4897  0.00
H 0.2576 -0.7402 -3.7864  0.00
O 1.0820 -1.1822 -4.0003  0.01
H -0.6762 1.7302 3.1267  0.00
H -2.1769 1.6690 3.1547  0.00
O -1.4312 2.3230 2.9516  0.00
H -1.6889 0.1635 -4.2286  0.00
H -1.9283 0.3340 -2.7327  0.00
O -1.2360 0.1032 -3.3969  0.00
H -1.3730 -1.7990 -2.3564  0.00
H -0.4359 -2.9433 -2.0090  0.00
O -1.3645 -2.6150 -1.8532  0.00
H -2.3954 -1.2849 0.7350  0.00
H -2.3979 -1.9722 -0.6601  0.00
O -2.9121 -1.2926 -0.0878  0.00
H -2.5637 2.5251 0.6174  0.00
H -1.4967 2.9686 -0.4627  0.00
O -2.4381 2.8957 -0.3024  0.00
H 0.0220 -2.3569 0.7050  0.00
H 1.2874 -1.5081 0.8052  0.00
O 0.6591 -2.0373 1.3604  0.00
H -2.9489 1.5985 -1.2790  0.00
H -3.1934 0.0700 -1.1133  0.00
O -3.1621 0.7715 -1.7783  0.00
H 1.7882 1.7185 3.8135  0.00
H 2.2997 0.3704 3.2298  0.00
O 1.6415 0.7845 3.8817  0.00
H 3.5255 -1.2638 2.4367  0.00
H 2.9948 -0.4349 1.2690  0.00
O 3.3578 -0.3403 2.1655  0.00
H 1.5633 -2.4636 -1.4229  0.00
H 1.3057 -2.4764 -2.9140  0.00
O 1.2236 -3.0593 -2.1173  0.00
H -3.2084 -0.0292 2.5284  0.00
H -2.2163 -0.2359 3.6573  0.00
O -3.0364 0.2368 3.4658  0.00